Below is 8 unconnected molecules or ions with the total composition C28H56N6O12, with properties calculated with the ωB97M-V functional and the def2-TZVPD basis.

CARTESIAN COORDINATES (ANGSTROEM)
N  -5.120  -1.378  6.722
H  -4.734  -0.619  7.187
H  -5.846  -2.728  -3.553
H  -4.322  -1.765  6.167
H  -5.614  -0.815  6.011
N  -3.550  -0.483  2.440
H  -3.071  -1.355  2.399
H  -4.530  -0.718  2.518
H  -3.274  0.096  1.636
H  -2.958  0.368  3.888
C  -0.784  0.959  7.489
C  0.284  0.080  7.131
C  0.198  -0.548  5.710
O  0.932  -1.405  5.461
C  -0.844  -0.007  4.827
C  -1.863  0.778  5.399
C  -1.694  1.554  6.665
O  -2.570  2.425  6.879
O  -3.016  0.873  4.751
O  1.134  -0.267  7.937
H  -0.868  1.322  8.503
H  -0.795  -0.400  3.814
C  -4.610  -2.409  -6.384
C  -3.202  -2.349  -6.841
C  -2.092  -2.427  -5.762
O  -0.949  -2.373  -6.215
C  -2.431  -2.327  -4.337
C  -3.782  -2.547  -3.888
C  -4.823  -2.639  -5.037
O  -6.031  -2.776  -4.545
O  -4.231  -2.482  -2.809
O  -2.914  -2.413  -8.023
H  -5.401  -2.444  -7.119
H  -1.619  -2.128  -3.700
C  3.183  1.415  -4.285
C  2.361  1.816  -2.979
C  0.972  1.156  -3.046
O  0.054  1.909  -2.287
C  -1.149  1.229  -1.922
N  2.911  1.590  -1.649
H  2.594  1.736  -5.181
H  3.260  0.306  -4.290
H  4.180  1.888  -4.217
H  2.121  2.880  -3.174
H  1.037  0.177  -2.678
H  0.713  1.170  -4.079
H  -1.645  1.777  -1.143
H  -1.057  0.320  -1.354
H  -1.787  0.972  -2.790
H  3.772  2.051  -1.411
H  2.890  0.665  -1.293
C  2.161  -0.103  2.064
C  2.039  -1.464  1.447
C  3.312  -1.884  0.762
O  3.707  -0.901  -0.229
C  4.903  -1.208  -0.881
N  1.732  -2.476  2.435
H  2.472  0.696  1.441
H  2.790  -0.024  2.915
H  1.220  0.189  2.555
H  1.294  -1.462  0.614
H  3.216  -2.888  0.235
H  4.160  -1.886  1.449
H  5.049  -0.487  -1.713
H  4.971  -2.181  -1.262
H  5.756  -1.127  -0.152
H  0.742  -2.588  2.591
H  2.139  -2.133  3.284
C  2.373  -4.269  -3.112
C  2.617  -3.031  -3.928
C  2.657  -3.397  -5.431
O  3.314  -2.490  -6.305
C  2.398  -1.512  -6.813
N  1.587  -1.964  -3.706
H  2.051  -3.953  -2.116
H  3.246  -4.892  -2.983
H  1.671  -4.819  -3.560
H  3.603  -2.600  -3.791
H  1.638  -3.582  -5.744
H  3.095  -4.370  -5.571
H  2.777  -0.533  -6.489
H  1.360  -1.672  -6.497
H  2.423  -1.583  -7.931
H  1.589  -1.745  -2.687
H  0.687  -2.145  -4.139
C  -0.555  6.079  5.172
C  -1.744  5.401  4.468
C  -1.388  4.219  3.598
O  -0.655  4.729  2.464
C  -0.415  3.685  1.496
N  -2.763  4.932  5.432
H  0.158  6.490  4.444
H  -0.069  5.448  5.937
H  -1.028  6.897  5.702
H  -2.264  6.124  3.785
H  -2.358  3.832  3.381
H  -0.762  3.436  4.180
H  -1.352  3.461  0.988
H  0.008  2.720  1.841
H  0.280  4.093  0.830
H  -2.690  3.903  5.596
H  -2.569  5.325  6.390

DFT total energy in Eh: -2331.82081
Charge: -2
Gap between HOMO and LUMO in eV: 6.829
HOMO in eV: -3.070

Results of the Mulliken charge analysis, in e, for atoms 1 through 6: number 1, N, carries -0.84; number 2, H, carries 0.32; number 3, H, carries 0.41; number 4, H, carries 0.30; number 5, H, carries 0.26; number 6, N, carries -0.83

Below is a molecular structure, C28H56O7, with properties calculated with the ωB97M-V functional and the def2-TZVPD basis.

CARTESIAN COORDINATES (ANGSTROEM)
C  -2.948  0.417  2.456
C  -2.949  -1.007  1.824
C  -4.071  -1.703  2.540
O  -4.589  -0.796  3.531
C  -3.613  0.207  3.793
H  -3.461  1.164  1.851
H  -1.924  0.783  2.524
H  -2.016  -1.512  2.072
H  -2.887  -0.991  0.736
H  -3.844  -2.690  2.943
H  -4.904  -1.913  1.869
H  -2.932  -0.055  4.603
H  -4.180  1.076  4.126
C  -1.366  2.655  3.278
C  -1.213  2.214  4.776
C  -0.034  1.355  4.848
O  0.771  1.765  3.781
C  0.097  2.538  2.758
H  -1.823  3.627  3.097
H  -2.003  2.001  2.683
H  -2.130  1.780  5.175
H  -1.032  3.144  5.315
H  -0.364  0.386  4.472
H  0.447  1.275  5.823
H  0.219  2.148  1.747
H  0.587  3.511  2.795
C  3.622  2.006  2.785
C  3.884  1.371  1.429
C  2.795  1.848  0.529
O  1.888  2.552  1.330
C  2.112  2.180  2.700
H  4.154  2.956  2.832
H  3.836  1.407  3.670
H  3.797  0.285  1.465
H  4.840  1.581  0.948
H  2.287  0.947  0.186
H  3.172  2.370  -0.351
H  1.448  1.380  3.024
H  1.711  3.062  3.200
C  0.321  0.930  0.281
C  0.266  -0.404  0.878
C  -1.179  -0.947  0.597
O  -1.502  -0.256  -0.630
C  -0.500  0.666  -0.983
H  1.352  1.264  0.163
H  -0.160  1.626  0.969
H  0.494  -0.463  1.942
H  0.929  -1.062  0.316
H  -1.884  -0.647  1.372
H  -1.181  -2.034  0.511
H  -1.029  1.537  -1.369
H  0.207  0.493  -1.794
C  1.172  -2.872  -1.822
C  0.456  -3.434  -3.006
C  -0.447  -4.374  -2.432
O  -0.884  -3.757  -1.263
C  0.033  -2.848  -0.746
H  1.572  -1.868  -1.971
H  2.010  -3.396  -1.362
H  1.200  -3.896  -3.654
H  -0.076  -2.597  -3.458
H  0.022  -5.343  -2.267
H  -1.362  -4.545  -3.001
H  0.365  -3.300  0.189
H  -0.323  -1.818  -0.713
C  2.521  -0.125  -2.871
C  2.795  1.144  -3.632
C  1.819  2.063  -2.896
O  1.838  1.580  -1.564
C  2.415  0.297  -1.411
H  3.302  -0.878  -2.977
H  1.648  -0.622  -3.294
H  2.531  1.131  -4.690
H  3.846  1.403  -3.504
H  0.785  2.085  -3.239
H  2.180  3.086  -2.791
H  1.738  -0.388  -0.900
H  3.426  0.200  -1.017
C  -1.166  -1.652  -4.774
C  -0.355  -0.854  -3.852
C  -1.383  0.053  -3.100
O  -2.504  -0.708  -3.015
C  -2.560  -1.651  -4.080
H  -0.817  -2.674  -4.919
H  -1.156  -1.190  -5.761
H  0.339  -0.146  -4.305
H  0.135  -1.447  -3.079
H  -1.589  0.948  -3.686
H  -1.025  0.172  -2.078
H  -3.237  -1.170  -4.785
H  -2.784  -2.642  -3.686

Energy above the lowest of the compared OMol25 structures with the same formula, charge and spin in kJ/mol: 2672.4
DFT total energy in Eh: -1626.00232
Gap between HOMO and LUMO in eV: 7.756
HOMO in eV: -7.123

Results of the Mulliken charge analysis, in e, for atoms 1 through 6: number 1, C, carries 1.34; number 2, C, carries 0.38; number 3, C, carries -0.69; number 4, O, carries -0.46; number 5, C, carries -0.93; number 6, H, carries 0.33